# 1
{"formula": "C4H8O2Se", "method": "ωB97M-V with the def2-TZVPD basis set", "homo_ha": [-0.261, -0.258], "relative_energy_kj_mol": 365.78, "spin_multiplicity": 1, "total_charge": 0, "species": ["C", "C", "C", "C", "O", "O", "Se", "H", "H", "H", "H", "H", "H", "H", "H"], "positions_angstrom": [[-1.208, 0.475, 0.429], [-1.292, -0.596, -0.605], [0.149, 0.677, 1.040], [1.338, 0.315, -1.252], [0.658, -0.481, 1.539], [2.195, -0.603, -0.656], [-0.118, -0.182, -2.190], [-1.618, 1.312, 0.062], [-1.813, 0.013, 1.191], [-1.092, -1.519, -0.058], [-2.240, -0.641, -1.076], [0.363, 1.726, 1.408], [1.594, 1.261, -1.486], [1.412, -0.354, 2.150], [1.672, -1.403, -0.495]]}

# 2
{"formula": "C60H56N3O11P2", "method": "ωB97M-V with the def2-TZVPD basis set", "homo_ha": -0.404, "spin_multiplicity": 1, "total_charge": 1, "species": ["C", "C", "C", "C", "C", "P", "N", "O", "C", "C", "O", "O", "C", "C", "C", "O", "C", "C", "C", "O", "C", "C", "C", "P", "N", "N", "C", "C", "H", "H", "H", "H", "H", "H", "H", "H", "H", "H", "H", "H", "H", "H", "H", "H", "H", "H", "H", "H", "H", "H", "H", "H", "H", "H", "H", "H", "H", "H", "H", "H", "C", "C", "C", "C", "C", "C", "C", "O", "C", "C", "C", "C", "C", "C", "C", "O", "H", "H", "H", "H", "H", "H", "H", "H", "C", "C", "C", "C", "C", "C", "C", "O", "C", "C", "C", "C", "C", "C", "C", "O", "H", "H", "H", "H", "H", "H", "H", "H", "C", "C", "C", "C", "C", "C", "C", "O", "C", "C", "C", "C", "C", "C", "C", "O", "H", "H", "H", "H", "H", "H", "H", "H"], "positions_angstrom": [[5.848, -0.025, 5.792], [4.560, 0.265, 4.855], [5.095, 1.246, 3.661], [3.916, 1.490, 2.596], [2.861, 2.587, 3.019], [3.066, 3.478, 4.680], [2.433, 5.116, 4.620], [2.078, 2.590, 5.811], [1.673, 2.923, 2.079], [0.544, 4.016, 2.331], [-0.606, 3.596, 2.644], [0.703, 5.421, 2.266], [1.414, 5.852, 1.074], [2.882, 6.444, 1.757], [3.211, 8.051, 1.367], [2.717, 7.512, 2.807], [1.575, 2.084, 0.745], [0.348, 2.412, -0.230], [-1.030, 1.683, 0.198], [-2.099, 2.491, -0.392], [-3.332, 2.369, 0.371], [-3.666, 3.826, 0.977], [2.661, 0.986, 0.446], [2.382, 0.011, -1.175], [0.887, -0.621, -1.121], [3.795, 0.738, 1.350], [4.856, -0.292, 1.024], [4.526, -1.663, 1.841], [6.322, -1.033, 5.497], [5.604, 0.005, 6.905], [6.666, 0.764, 5.575], [3.664, 0.696, 5.412], [4.287, -0.748, 4.369], [6.011, 0.724, 3.226], [5.481, 2.235, 4.118], [1.395, 5.016, 4.693], [2.688, 5.653, 5.467], [2.267, 3.058, 6.666], [0.968, 6.773, 0.566], [1.715, 5.015, 0.361], [3.813, 5.689, 1.822], [2.363, 8.812, 1.390], [4.067, 8.590, 1.923], [0.539, 2.098, -1.322], [0.178, 3.556, -0.277], [-1.145, 1.530, 1.323], [-1.143, 0.639, -0.286], [-3.331, 1.528, 1.145], [-4.162, 2.123, -0.395], [-3.796, 3.812, 2.118], [-4.684, 4.186, 0.562], [-2.899, 4.618, 0.630], [3.267, -1.123, -1.294], [2.571, 0.862, -2.310], [0.341, -0.267, -1.922], [5.916, 0.106, 1.253], [4.868, -0.582, -0.077], [5.278, -1.833, 2.680], [4.530, -2.582, 1.139], [3.448, -1.597, 2.248], [0.902, 0.666, -10.677], [2.026, -0.030, -11.117], [2.802, -0.746, -10.211], [2.461, -0.757, -8.858], [1.350, -0.040, -8.414], [0.564, 0.662, -9.329], [1.006, -0.004, -6.975], [0.034, 0.619, -6.585], [1.868, -0.729, -6.013], [1.590, -0.656, -4.648], [2.386, -1.344, -3.738], [3.456, -2.115, -4.189], [3.739, -2.185, -5.548], [2.951, -1.483, -6.462], [3.282, -1.536, -7.905], [4.221, -2.206, -8.299], [0.293, 1.216, -11.386], [2.297, -0.017, -12.168], [3.673, -1.290, -10.561], [-0.310, 1.211, -8.991], [0.755, -0.060, -4.290], [2.168, -1.281, -2.669], [4.072, -2.658, -3.478], [4.577, -2.783, -5.893], [-6.088, 0.865, 6.644], [-7.195, 0.099, 7.004], [-8.254, -0.054, 6.117], [-8.216, 0.570, 4.869], [-7.118, 1.356, 4.518], [-6.048, 1.493, 5.404], [-7.087, 2.063, 3.218], [-6.126, 2.748, 2.908], [-8.243, 1.933, 2.302], [-8.253, 2.639, 1.098], [-9.329, 2.512, 0.226], [-10.394, 1.673, 0.548], [-10.390, 0.972, 1.749], [-9.318, 1.109, 2.633], [-9.341, 0.386, 3.925], [-10.274, -0.344, 4.209], [-5.257, 0.976, 7.333], [-7.230, -0.381, 7.977], [-9.112, -0.656, 6.401], [-5.186, 2.093, 5.131], [-7.425, 3.292, 0.839], [-9.337, 3.066, -0.707], [-11.229, 1.569, -0.136], [-11.225, 0.324, 1.997], [2.861, -9.674, -1.895], [3.716, -8.738, -2.472], [3.427, -7.381, -2.380], [2.274, -6.956, -1.719], [1.405, -7.895, -1.162], [1.707, -9.255, -1.242], [0.153, -7.461, -0.502], [-0.605, -8.280, -0.012], [-0.168, -6.016, -0.453], [-1.371, -5.595, 0.115], [-1.674, -4.238, 0.176], [-0.773, -3.298, -0.322], [0.423, -3.716, -0.893], [0.723, -5.076, -0.968], [1.984, -5.509, -1.611], [2.772, -4.684, -2.050], [3.091, -10.733, -1.960], [4.610, -9.067, -2.993], [4.100, -6.656, -2.827], [1.042, -9.990, -0.799], [-2.076, -6.321, 0.507], [-2.612, -3.912, 0.613], [-1.005, -2.239, -0.268], [1.118, -2.980, -1.282]]}

# 3
{"formula": "C22H25N3O4", "method": "ωB97M-V with the def2-TZVPD basis set", "homo_ha": -0.294, "relative_energy_kj_mol": 80.31, "spin_multiplicity": 1, "smiles": "COc1ccc(OC)c([C@H]2NC(=O)NC(C)=C2C(=O)Nc2ccc(C)cc2C)c1", "total_charge": 0, "species": ["C", "O", "C", "C", "C", "C", "O", "C", "C", "C", "N", "C", "O", "N", "C", "C", "C", "C", "O", "N", "C", "C", "C", "C", "C", "C", "C", "C", "C", "H", "H", "H", "H", "H", "H", "H", "H", "H", "H", "H", "H", "H", "H", "H", "H", "H", "H", "H", "H", "H", "H", "H", "H", "H"], "positions_angstrom": [[-3.929, 0.296, 1.669], [-3.102, -0.456, 2.526], [-2.035, -1.107, 1.989], [-1.250, -1.842, 2.875], [-0.143, -2.538, 2.431], [0.211, -2.511, 1.087], [1.289, -3.166, 0.550], [2.116, -3.911, 1.411], [-0.563, -1.763, 0.192], [-0.172, -1.758, -1.283], [-0.528, -3.034, -1.880], [-1.710, -3.292, -2.483], [-2.125, -4.403, -2.729], [-2.403, -2.158, -2.871], [-1.890, -0.877, -2.818], [-2.666, 0.115, -3.619], [-0.801, -0.621, -2.061], [-0.205, 0.730, -1.941], [-0.396, 1.622, -2.750], [0.571, 0.878, -0.825], [1.296, 1.993, -0.393], [1.463, 3.126, -1.180], [2.201, 4.199, -0.717], [2.789, 4.172, 0.538], [3.600, 5.323, 1.051], [2.619, 3.033, 1.316], [1.886, 1.942, 0.880], [1.739, 0.737, 1.767], [-1.681, -1.080, 0.645], [-3.376, 1.108, 1.186], [-4.704, 0.717, 2.306], [-4.392, -0.335, 0.904], [-1.526, -1.860, 3.917], [0.436, -3.101, 3.144], [2.899, -4.325, 0.778], [2.569, -3.280, 2.181], [1.566, -4.730, 1.887], [0.924, -1.691, -1.347], [-0.030, -3.835, -1.524], [-3.224, -2.326, -3.435], [-2.565, -0.117, -4.679], [-3.722, 0.061, -3.357], [-2.290, 1.118, -3.454], [0.562, 0.117, -0.164], [1.008, 3.160, -2.155], [2.316, 5.070, -1.346], [3.503, 6.187, 0.399], [4.654, 5.048, 1.103], [3.280, 5.602, 2.053], [3.074, 2.998, 2.297], [2.160, -0.153, 1.295], [2.265, 0.898, 2.704], [0.691, 0.538, 2.000], [-2.260, -0.519, -0.071]]}

# 4
{"formula": "C4H8O3", "method": "ωB97M-V with the def2-TZVPD basis set", "homo_ha": -0.381, "relative_energy_kj_mol": 427.07, "spin_multiplicity": 1, "total_charge": 0, "species": ["O", "C", "C", "C", "O", "C", "O", "H", "H", "H", "H", "H", "H", "H", "H"], "positions_angstrom": [[-2.384, 0.050, -0.309], [-1.322, -0.418, 0.474], [-0.001, 0.144, -0.004], [1.183, -0.549, 0.579], [2.430, -0.090, 0.136], [0.107, 1.482, -0.574], [0.069, 0.324, -1.414], [-2.074, -0.012, -1.226], [-1.502, -0.114, 1.510], [-1.259, -1.523, 0.460], [1.145, -0.742, 1.651], [1.121, -1.666, 0.092], [2.229, -1.058, -0.217], [1.070, 1.986, -0.551], [-0.790, 2.098, -0.606]]}

Number 1: largest force on an atom 4.01 eV/Å. Number 2: largest force on an atom 5.72 eV/Å. Number 3: largest force on an atom 0.53 eV/Å. Number 4: largest force on an atom 4.86 eV/Å.